Entry from the OMol25 dataset: a 3-piece molecular cluster, C53H54BINO11P overall (ωB97M-V/def2-TZVPD).

Output
HOMO-LUMO gap: 6.66 eV
LUMO energy: -1.210 eV
Energy relative to the best compared isomer or geometry (same formula, charge and spin): 247.7 kcal/mol

Geometry (Å):
C  -5.103  -2.923  8.110
C  -4.054  -2.308  7.583
C  -2.707  -1.427  7.349
C  -2.973  -0.247  6.235
C  -1.523  0.382  5.896
C  -1.371  0.936  4.354
C  -2.753  1.692  3.969
C  -3.222  2.864  4.975
C  -4.866  2.836  5.007
O  -5.441  4.108  5.435
C  -6.845  3.773  5.761
C  -1.245  -0.244  3.237
B  -1.089  -1.818  3.702
O  -2.215  -2.598  4.248
O  0.164  -2.580  3.566
C  -0.140  -3.895  2.957
C  -0.972  -3.773  1.567
P  -2.392  -0.393  1.750
O  -2.331  0.948  0.674
O  -3.986  -0.909  2.135
N  0.108  -0.049  2.548
C  0.927  0.518  3.647
O  1.991  -0.051  4.006
C  0.049  1.767  4.157
C  -0.094  2.833  2.959
O  1.130  3.348  2.394
C  1.514  2.704  1.175
C  2.876  1.856  1.234
C  3.506  1.103  0.008
C  2.762  1.163  -1.379
C  1.409  2.009  -1.457
C  0.772  2.778  -0.207
C  0.831  2.311  5.454
I  -0.174  4.035  6.443
C  2.351  2.811  5.208
C  2.563  4.399  5.022
H  -5.774  -3.724  8.614
H  -1.889  -2.100  6.872
H  -2.302  -0.961  8.318
H  -3.592  0.567  6.794
H  -3.553  -0.652  5.332
H  -0.630  -0.311  6.194
H  -1.417  1.288  6.628
H  -2.731  2.194  2.913
H  -3.669  0.969  3.901
H  -2.961  3.897  4.505
H  -2.894  2.755  6.064
H  -5.320  2.407  4.040
H  -5.132  2.070  5.851
H  -7.588  4.564  5.381
H  -7.164  2.768  5.264
H  -6.927  3.585  6.906
H  -1.852  -3.168  4.984
H  -0.650  -4.610  3.711
H  0.871  -4.388  2.679
H  -0.706  -2.848  0.941
H  -0.747  -4.713  0.913
H  -2.125  -3.814  1.748
H  -3.113  0.865  0.055
H  -4.689  -0.367  1.699
H  0.088  0.422  1.632
H  -0.709  3.734  3.377
H  -0.726  2.392  2.106
H  3.452  1.824  2.245
H  4.511  0.551  0.193
H  3.268  0.616  -2.272
H  0.897  2.070  -2.500
H  -0.194  3.405  -0.314
H  0.914  1.528  6.316
H  2.988  2.507  6.139
H  2.883  2.310  4.309
H  1.811  4.910  4.307
H  2.695  4.982  6.024
H  3.600  4.520  4.491
O  4.379  -0.516  -4.383
C  5.232  -0.854  -5.188
C  6.106  -2.016  -4.913
C  5.938  -2.742  -3.732
C  6.729  -3.860  -3.484
C  7.689  -4.256  -4.414
C  7.870  -3.524  -5.583
C  7.083  -2.399  -5.832
C  7.296  -1.616  -7.070
O  8.186  -1.919  -7.847
C  6.409  -0.467  -7.354
C  6.577  0.257  -8.537
C  5.726  1.319  -8.829
C  4.706  1.661  -7.943
C  4.546  0.950  -6.757
C  5.401  -0.113  -6.458
H  5.188  -2.441  -3.006
H  6.594  -4.426  -2.567
H  8.297  -5.136  -4.226
H  8.623  -3.836  -6.302
H  7.366  -0.007  -9.234
H  5.855  1.878  -9.751
H  4.037  2.483  -8.176
H  3.750  1.224  -6.069
O  -1.335  -0.209  -7.370
C  -1.979  -0.685  -6.450
C  -1.310  -1.087  -5.192
C  0.067  -0.899  -5.052
C  0.697  -1.237  -3.859
C  -0.044  -1.763  -2.802
C  -1.413  -1.968  -2.944
C  -2.048  -1.635  -4.143
C  -3.500  -1.873  -4.291
O  -4.136  -2.403  -3.394
C  -4.173  -1.453  -5.540
C  -5.550  -1.640  -5.678
C  -6.198  -1.218  -6.836
C  -5.473  -0.608  -7.858
C  -4.097  -0.434  -7.729
C  -3.443  -0.862  -6.571
H  0.649  -0.485  -5.871
H  1.768  -1.086  -3.750
H  0.447  -2.016  -1.866
H  -1.984  -2.382  -2.118
H  -6.122  -2.110  -4.883
H  -7.269  -1.360  -6.939
H  -5.980  -0.270  -8.757
H  -3.538  0.039  -8.532

=====

Entry from the OMol25 dataset: C21H12F12NO3Tc as an isolated structure (ωB97M-V/def2-TZVPD).

Output
Net charge: +4
HOMO-LUMO gap (spin up / spin down): 4.29 / 4.29 eV
LUMO energy (spin up / spin down): -17.755 / -17.755 eV
Energy relative to the best compared isomer or geometry (same formula, charge and spin): 0.0 kcal/mol

Geometry (Å):
Tc  -0.627  -0.390  -0.560
C  1.150  6.081  2.143
C  1.086  4.679  1.818
C  1.597  3.675  2.705
C  1.551  2.375  2.343
C  0.972  1.940  1.078
N  1.040  0.621  0.779
C  2.108  -0.135  1.126
C  3.428  0.490  1.151
C  4.526  -0.164  1.587
C  4.418  -1.525  2.034
C  5.559  -2.247  2.530
C  3.125  -2.188  1.914
C  2.025  -1.572  1.431
C  0.735  -2.371  1.310
O  -0.065  -1.784  0.275
C  0.938  -3.869  0.849
F  -0.206  -4.320  0.386
F  1.849  -3.882  -0.117
F  1.347  -4.592  1.869
C  -0.109  -2.254  2.627
F  -0.352  -0.935  2.801
F  0.586  -2.701  3.640
F  -1.254  -2.878  2.501
C  0.295  2.943  0.246
C  0.438  4.245  0.588
C  -0.493  2.628  -1.019
O  -0.648  1.213  -1.174
C  0.255  3.112  -2.313
F  1.529  2.722  -2.190
F  -0.271  2.548  -3.373
F  0.191  4.422  -2.387
C  -1.988  3.127  -0.914
F  -2.638  2.785  -1.998
F  -2.047  4.419  -0.710
F  -2.512  2.483  0.141
H  1.781  6.323  2.993
H  0.119  6.442  2.379
H  1.372  6.700  1.261
H  2.011  3.967  3.663
H  1.892  1.612  3.033
H  3.526  1.492  0.750
H  5.493  0.325  1.588
H  6.378  -1.606  2.857
H  6.000  -2.858  1.702
H  5.292  -3.021  3.258
H  3.077  -3.226  2.221
H  0.048  5.022  -0.057
O  -3.743  -0.710  0.171
C  -2.671  -0.602  -0.095

=====

Entry from the OMol25 dataset: one molecule with the formula C18H19N5O2 (ωB97M-V/def2-TZVPD).

Output
HOMO-LUMO gap: 8.42 eV
LUMO energy: 0.459 eV
Energy relative to the best compared isomer or geometry (same formula, charge and spin): 85.0 kcal/mol

Geometry (Å):
C  -5.166  -1.039  -0.513
O  -4.205  -0.357  -1.326
C  -3.175  0.266  -0.670
C  -1.898  -0.321  -0.780
C  -0.833  0.215  -0.036
N  0.492  -0.207  0.093
C  1.203  0.618  0.959
C  2.550  0.727  1.391
N  3.565  -0.107  0.991
N  3.412  -1.164  0.046
C  3.643  -0.981  -1.312
C  4.290  0.235  -1.903
C  3.253  -2.115  -1.990
C  2.795  -3.027  -0.995
C  2.883  -2.437  0.256
C  2.389  -3.086  1.523
N  2.904  1.672  2.282
N  2.034  2.568  2.743
C  0.755  2.555  2.317
C  0.302  1.570  1.418
C  -0.998  1.340  0.803
C  -2.248  1.951  0.890
C  -3.365  1.456  0.137
O  -4.603  2.031  0.260
C  -5.085  2.735  -0.900
H  -4.736  -1.903  0.009
H  -5.574  -0.380  0.220
H  -6.001  -1.397  -1.132
H  -1.791  -1.158  -1.452
H  0.872  -1.050  -0.366
H  4.512  0.182  1.216
H  5.229  0.488  -1.351
H  3.602  1.102  -1.797
H  4.516  0.108  -2.970
H  3.349  -2.309  -3.057
H  2.419  -4.015  -1.231
H  1.563  -2.484  1.939
H  3.222  -3.162  2.254
H  1.976  -4.064  1.364
H  0.095  3.372  2.688
H  -2.429  2.779  1.553
H  -6.081  3.089  -0.632
H  -5.184  2.108  -1.816
H  -4.457  3.593  -1.124

=====

Entry from the OMol25 dataset: a 2-piece molecular cluster, C17H35BrN4O6PS overall (ωB97M-V/def2-TZVPD).

Output
Net charge: +1
HOMO-LUMO gap: 8.01 eV
LUMO energy: -3.149 eV

Geometry (Å):
C  -6.678  2.315  -0.449
C  -6.116  3.117  -1.622
N  -4.983  3.960  -1.244
C  -3.724  3.709  -1.572
N  -2.690  4.509  -1.237
C  -1.615  3.943  -1.760
P  0.010  4.817  -1.619
O  1.044  3.629  -2.023
Br  0.191  4.950  0.585
N  -1.902  2.795  -2.404
C  -1.101  1.820  -3.147
C  -0.325  0.881  -2.250
C  -1.212  -0.106  -1.462
C  -1.133  0.054  0.074
C  -0.582  -1.180  0.815
C  0.669  -0.795  1.612
C  1.366  -2.006  2.265
C  2.880  -2.084  2.015
C  3.718  -1.654  3.224
C  3.474  -0.220  3.661
O  4.348  0.681  2.995
C  5.066  1.523  3.872
N  -3.262  2.660  -2.287
H  -7.383  1.589  -0.839
H  -5.864  1.822  0.072
H  -7.193  2.987  0.228
H  -5.846  2.487  -2.464
H  -6.898  3.783  -1.977
H  -5.164  4.791  -0.710
H  1.711  4.034  -2.592
H  -1.796  1.229  -3.738
H  -0.450  2.329  -3.849
H  0.342  0.318  -2.900
H  0.318  1.404  -1.553
H  -2.249  -0.103  -1.802
H  -0.848  -1.106  -1.685
H  -2.114  0.331  0.457
H  -0.484  0.894  0.317
H  -0.298  -1.986  0.147
H  -1.321  -1.530  1.530
H  0.387  -0.109  2.412
H  1.365  -0.250  0.974
H  0.910  -2.924  1.912
H  1.190  -1.970  3.340
H  3.141  -3.127  1.827
H  3.189  -1.513  1.139
H  4.776  -1.790  3.019
H  3.438  -2.311  4.047
H  3.629  -0.152  4.739
H  2.445  0.090  3.478
H  5.877  0.980  4.363
H  5.496  2.330  3.289
H  4.420  1.924  4.654
H  -3.769  1.889  -2.686
C  2.888  -5.544  -1.280
C  2.698  -4.053  -1.460
O  1.290  -3.906  -1.713
S  0.479  -5.028  -0.899
O  0.002  -4.460  0.311
O  -0.387  -5.691  -1.800
O  1.724  -5.967  -0.555
H  2.908  -6.067  -2.237
H  3.784  -5.786  -0.714
H  3.269  -3.653  -2.293
H  2.944  -3.503  -0.549

=====

Entry from the OMol25 dataset: C58H39Cl4N6OPbS5Se as an isolated structure (ωB97M-V/def2-TZVPD).

Output
Net charge: -1
HOMO-LUMO gap (spin up / spin down): 5.05 / 5.05 eV
LUMO energy (spin up / spin down): 0.669 / 0.670 eV
Energy relative to the best compared isomer or geometry (same formula, charge and spin): 0.0 kcal/mol

Geometry (Å):
Pb  0.275  0.036  0.559
Cl  1.556  -5.011  7.426
C  0.978  -3.692  6.450
C  -0.187  -3.836  5.719
C  -0.630  -2.793  4.924
C  0.046  -1.564  4.861
C  1.258  -1.489  5.564
C  1.716  -2.526  6.360
C  -0.363  -0.507  3.912
C  -1.538  -0.638  3.142
C  -2.812  -1.174  3.611
C  -3.690  -1.048  2.598
C  -2.964  -0.478  1.471
C  -3.448  -0.357  0.178
C  -4.777  -0.955  -0.124
C  -5.822  -0.176  -0.618
C  -7.056  -0.734  -0.913
C  -7.246  -2.091  -0.712
Cl  -8.795  -2.803  -1.082
C  -6.228  -2.893  -0.225
C  -4.999  -2.319  0.063
C  -2.752  0.243  -0.909
N  -1.601  0.927  -0.807
C  -1.225  1.297  -2.074
C  -0.093  2.054  -2.378
C  0.210  2.287  -3.817
C  -0.674  2.948  -4.666
C  -0.393  3.097  -6.017
C  0.789  2.580  -6.520
Cl  1.141  2.749  -8.219
C  1.698  1.935  -5.697
C  1.406  1.797  -4.346
C  0.794  2.635  -1.443
C  1.708  3.707  -1.720
C  2.236  4.087  -0.521
C  1.656  3.227  0.476
N  0.814  2.354  -0.115
C  1.935  3.259  1.871
C  1.429  2.396  2.826
C  1.634  2.506  4.257
C  1.053  1.427  4.825
C  0.451  0.655  3.749
N  0.676  1.270  2.585
C  2.854  4.335  2.342
C  2.504  5.677  2.209
C  3.350  6.684  2.648
C  4.561  6.341  3.224
Cl  5.631  7.601  3.780
C  4.937  5.017  3.368
C  4.078  4.021  2.925
C  -2.201  0.798  -3.018
C  -3.154  0.156  -2.297
N  -1.693  -0.192  1.878
H  -0.719  -4.777  5.728
H  -1.475  -2.983  4.282
H  1.904  -0.631  5.453
H  2.662  -2.443  6.876
H  -3.013  -1.511  4.614
H  -4.742  -1.286  2.613
H  -5.664  0.885  -0.768
H  -7.867  -0.126  -1.289
H  -6.395  -3.952  -0.081
H  -4.191  -2.937  0.435
H  -1.594  3.350  -4.262
H  -1.081  3.610  -6.675
H  2.619  1.542  -6.106
H  2.089  1.268  -3.694
H  1.897  4.147  -2.688
H  2.949  4.876  -0.346
H  2.121  3.326  4.761
H  0.959  1.213  5.877
H  1.552  5.932  1.761
H  3.073  7.725  2.550
H  5.889  4.770  3.817
H  4.363  2.982  3.028
H  -2.168  0.903  -4.089
H  -4.032  -0.344  -2.677
S  3.619  -6.947  3.886
C  2.967  -5.568  3.251
S  1.377  -5.494  2.571
C  1.324  -3.801  2.100
C  2.488  -3.123  2.412
S  2.713  -1.434  2.234
S  3.768  -4.058  3.174
S  -0.115  -3.277  1.366
C  4.659  -0.466  -1.036
C  4.572  -0.754  0.450
C  4.889  0.481  1.277
O  3.223  -1.207  0.653
H  5.669  -0.152  -1.305
H  3.963  0.337  -1.295
H  4.394  -1.347  -1.619
H  5.251  -1.576  0.712
H  4.115  1.237  1.114
H  5.846  0.899  0.958
H  4.945  0.259  2.342
C  -1.452  -3.451  -2.166
N  -1.237  -2.596  -3.318
C  -0.154  -1.794  -3.508
Se  1.273  -1.593  -2.402
N  -0.377  -1.114  -4.664
C  -1.596  -1.461  -5.213
C  -2.261  -1.046  -6.352
C  -3.503  -1.619  -6.601
C  -4.051  -2.571  -5.742
C  -3.378  -2.987  -4.599
C  -2.144  -2.412  -4.350
H  -0.685  -3.236  -1.423
H  -1.391  -4.501  -2.455
H  -2.435  -3.241  -1.743
H  0.275  -0.421  -4.997
H  -1.835  -0.305  -7.016
H  -4.056  -1.318  -7.481
H  -5.020  -2.994  -5.968
H  -3.802  -3.723  -3.929

=====

Entry from the OMol25 dataset: C5H8ClN4O2SSn as an isolated structure (ωB97M-V/def2-TZVPD).

Output
Net charge: +1
HOMO-LUMO gap (spin up / spin down): 3.03 / 2.57 eV
LUMO energy (spin up / spin down): -8.266 / -8.783 eV
Energy relative to the best compared isomer or geometry (same formula, charge and spin): 286.2 kcal/mol

Geometry (Å):
Sn  4.495  0.427  1.157
C  -3.545  0.188  0.078
C  -2.427  -1.095  -0.467
N  -2.933  -2.397  -0.402
N  -1.880  -3.073  -0.488
C  -0.670  -2.390  -0.091
S  0.764  -3.166  -0.033
N  -1.115  -1.221  0.187
N  -0.336  -0.031  0.080
H  -3.700  0.929  -0.801
H  -3.531  0.739  0.976
H  -4.454  -0.169  -0.277
H  -2.067  -1.163  -1.660
H  0.261  0.227  0.792
H  -0.842  0.654  -0.535
Cl  4.084  1.739  -1.730
C  3.874  2.135  -0.063
C  2.289  1.871  0.493
O  1.357  2.499  0.053
O  2.323  1.289  1.604
H  4.151  -1.038  0.476
H  3.903  3.044  0.651

=====

Entry from the OMol25 dataset: a 2-piece molecular cluster, C2H7NS overall (ωB97M-V/def2-TZVPD).

Output
HOMO-LUMO gap: 8.92 eV
LUMO energy: 0.794 eV
Energy relative to the best compared isomer or geometry (same formula, charge and spin): 29.2 kcal/mol

Geometry (Å):
C  -1.861  1.103  -0.625
C  -1.167  0.143  0.000
N  -1.286  -0.192  1.354
H  -1.519  1.374  -1.612
H  -2.823  1.412  -0.239
H  -0.587  -0.537  -0.599
H  -2.058  0.264  1.811
H  -0.390  -0.309  1.789
S  1.967  -0.406  -0.380
H  1.568  -1.678  -0.198
H  2.763  -0.844  -1.362

=====

The calculation returns the following calculated total energy values, one per record and in order: -3597.89483 -2365.24257 -1121.49172 -4652.53310 -9063.57291 -1636.84914 -533.28397 Ha.